[1]
Entry from OMol25: one molecule with the formula C5H7N (the ωB97M-V functional and the def2-TZVPD basis).

## Properties
Total charge: 0
Kohn-Sham gap, eV: 6.80

```
13
Properties=species:S:1:pos:R:3:forces:R:3:mulliken_charge:R:1
C 2.08184 0.29262 -0.38968 -0.03 -0.06 -0.06 -1.089
C 0.74550 0.11187 -0.34948 0.14 0.17 0.10 0.715
C -0.07842 -1.02676 -0.65742 0.33 -0.18 0.24 -0.815
N -1.27562 -0.80942 0.22121 -0.85 0.44 -0.99 -0.079
C -1.37493 0.65649 0.37457 0.24 0.00 0.30 -0.445
C -0.18061 1.17434 0.11856 -0.08 -0.07 0.04 -0.410
H -1.17089 -1.15714 1.17165 -0.19 -0.54 0.22 0.314
H 2.73083 -0.53064 -0.67184 0.03 0.19 0.05 0.274
H 2.52212 1.24965 -0.13992 0.01 -0.05 -0.13 0.248
H 0.30561 -2.03360 -0.49838 0.06 0.17 -0.03 0.202
H -2.10470 -1.19643 -0.24119 0.20 0.02 0.52 0.331
H -2.29489 1.05903 0.77679 0.17 0.05 -0.10 0.398
H 0.09417 2.20998 0.28512 -0.04 -0.13 -0.16 0.354
```
Positions in Å, forces in eV/Å.

[2]
Entry from OMol25: one molecule with the formula C5H7N (the ωB97M-V functional and the def2-TZVPD basis).

## Properties
Total charge: 0
Kohn-Sham gap (spin up / spin down), eV: 7.98 / 7.53

```
13
Properties=species:S:1:pos:R:3:forces:R:3:mulliken_charge:R:1
N -0.18808 0.76702 -3.14947 -0.47 -0.23 0.50 -0.540
C -0.06852 0.48617 -1.98578 0.60 0.61 -1.86 0.337
C -0.05043 0.14485 -0.63713 0.65 0.12 0.19 -0.241
C -0.24424 0.94355 0.62494 0.08 0.28 0.06 -0.444
C -0.18063 -0.39023 1.41632 0.00 -0.03 0.10 -0.426
C 0.13817 -1.15302 0.10180 0.18 -0.23 -0.06 -0.449
H 1.15837 0.69463 -1.84798 -0.95 -0.54 1.30 0.302
H 0.56262 1.63883 0.85701 0.02 0.02 0.05 0.231
H -1.18337 1.49231 0.68664 -0.09 0.03 -0.04 0.243
H 0.59913 -0.43818 2.18012 -0.12 0.01 -0.14 0.258
H -1.13307 -0.67578 1.86737 0.13 0.04 -0.09 0.254
H -0.55677 -1.94620 -0.17204 -0.07 -0.03 -0.05 0.244
H 1.14684 -1.56395 0.05819 0.03 -0.03 0.03 0.231
```
Positions in Å, forces in eV/Å.

[3]
Entry from OMol25: one molecule with the formula C5H7N (the ωB97M-V functional and the def2-TZVPD basis).

## Properties
Total charge: 0
SMILES: C1=C[C@H]2N[C@H]2C1
Kohn-Sham gap, eV: 8.89

```
13
Properties=species:S:1:pos:R:3:forces:R:3:mulliken_charge:R:1
C 0.49380 -1.23247 0.06182 0.27 -0.06 -0.09 -0.548
C 1.11713 -0.05704 -0.66365 0.07 0.19 -0.10 -0.417
C 0.54555 1.11893 -0.37446 -0.11 -0.46 0.11 -0.415
C -0.65549 1.00195 0.48381 -0.37 -0.05 -1.86 -0.292
N -1.67488 0.06104 0.01686 0.06 0.37 -0.61 -0.492
C -0.74712 -0.74983 0.76054 0.43 3.23 2.54 -0.216
H 1.19872 -1.69996 0.75933 -0.19 0.09 -0.07 0.337
H 0.18042 -2.02267 -0.64186 0.16 0.14 0.09 0.278
H 1.91615 -0.19325 -1.38798 -0.17 0.05 0.03 0.364
H 0.86818 2.07801 -0.77610 -0.02 -0.19 0.16 0.383
H -1.06535 1.88020 0.99258 0.27 -0.57 0.34 0.424
H -1.52088 -0.08256 -0.98181 -0.19 -0.05 0.12 0.282
H -0.63119 -0.01945 1.74259 -0.20 -2.69 -0.67 0.313
```
Positions in Å, forces in eV/Å.

[4]
Entry from OMol25: one molecule with the formula C5H7N (the ωB97M-V functional and the def2-TZVPD basis).

## Properties
Total charge: 0
Kohn-Sham gap (spin up / spin down), eV: 8.59 / 8.68

```
13
Properties=species:S:1:pos:R:3:forces:R:3:mulliken_charge:R:1
C -0.81714 0.96649 0.00578 -1.51 -0.88 0.39 -0.264
C -2.37345 0.53249 -0.01885 2.16 0.54 -0.90 0.120
C 0.22906 0.21492 0.09540 2.04 0.21 0.50 0.689
C 1.64647 0.81131 0.21065 -1.58 1.15 3.02 -1.283
C 0.24307 -1.26349 -0.08898 -1.54 -1.98 -0.77 -0.960
N -2.59793 -0.65042 -0.22113 -0.36 0.75 0.35 -0.558
H -2.83581 1.47989 -0.07588 -1.91 0.34 0.26 0.335
H 1.76535 1.74635 0.93190 -0.28 -2.23 -1.43 0.288
H 1.89256 1.09114 -0.74087 0.92 1.02 -2.49 0.341
H 2.24669 -0.03743 0.44968 0.89 -0.11 0.68 0.370
H 0.72905 -1.47090 -1.12055 -0.74 0.09 1.64 0.241
H -0.91526 -1.51714 -0.14331 2.76 -0.30 0.05 0.394
H 0.78734 -1.90321 0.71619 -0.85 1.41 -1.29 0.286
```
Positions in Å, forces in eV/Å.

[5]
Entry from OMol25: C5H7N as an isolated structure (the ωB97M-V functional and the def2-TZVPD basis).

## Properties
Total charge: 0
Kohn-Sham gap, eV: 9.62

```
13
Properties=species:S:1:pos:R:3:forces:R:3:mulliken_charge:R:1
C -1.99540 -0.03980 -0.34591 -0.40 0.05 -0.04 -1.002
C -0.48731 0.04606 0.35505 0.28 0.04 -0.05 0.767
C -0.13823 -0.24570 -0.91176 -0.12 -0.01 0.35 -0.545
C 2.93644 -0.03457 -0.61303 0.00 0.14 0.46 -0.494
C 2.63010 0.30199 0.50085 0.08 -0.15 -0.46 -0.255
N -0.25893 0.43516 1.53222 -0.20 -0.04 -0.24 -0.653
H -2.52582 -0.64534 0.39502 0.13 0.04 -0.10 0.366
H -2.34587 0.99162 -0.36536 0.09 -0.15 0.00 0.290
H -2.17508 -0.47288 -1.33250 0.08 0.03 0.10 0.309
H -0.07720 -1.30737 -1.16579 -0.01 0.12 0.06 0.242
H 3.24745 -0.31755 -1.59450 -0.08 0.05 0.16 0.367
H 2.27789 0.60045 1.46689 0.06 -0.08 -0.20 0.390
H -1.10764 0.64965 2.05056 0.09 -0.05 -0.05 0.219
```
Positions in Å, forces in eV/Å.

[6]
Entry from OMol25: C5H7N as an isolated structure (the ωB97M-V functional and the def2-TZVPD basis).

## Properties
Total charge: 0
Kohn-Sham gap, eV: 9.41

```
13
Properties=species:S:1:pos:R:3:forces:R:3:mulliken_charge:R:1
C -1.81389 -0.41380 -0.39797 -1.17 -1.59 -2.18 -0.609
C -0.39121 -0.41049 -0.17501 2.10 -1.30 0.14 0.270
C 0.80784 -0.56243 -0.01655 -2.21 -0.08 0.21 0.334
C 2.17595 -0.46046 0.30612 2.45 0.86 1.27 -0.515
C 2.80486 0.66375 -0.22861 0.13 -0.26 0.08 -0.552
H -3.43806 0.66332 0.17551 1.87 0.38 0.30 0.260
H -2.35590 0.51899 1.46461 0.29 0.31 -3.27 0.258
H -1.95584 -0.20084 -1.57334 0.03 -0.35 2.59 0.239
H -2.28955 -1.55894 -0.25009 1.18 2.97 -0.08 0.237
H 2.68884 -1.28493 1.26295 -1.55 2.94 -3.44 0.217
H 3.86703 0.88441 0.15047 -1.71 -0.14 -0.95 0.244
H 2.28171 1.45481 -1.07582 1.51 -2.71 2.81 0.219
N -2.38179 0.70662 0.35772 -2.91 -1.03 2.51 -0.601
```
Positions in Å, forces in eV/Å.

[7]
Entry from OMol25: a 3-piece molecular cluster, C5H7N overall (the ωB97M-V functional and the def2-TZVPD basis).

## Properties
Total charge: 0
Kohn-Sham gap, eV: 8.38

```
13
Properties=species:S:1:pos:R:3:forces:R:3:mulliken_charge:R:1
C 1.53312 -0.06206 -0.19261 0.20 0.04 0.18 -0.638
C 0.46185 0.09981 0.69685 -0.03 -0.03 -0.17 0.165
C -0.44906 1.19747 0.50283 0.00 -0.06 -0.08 -0.262
C -1.56571 0.60633 0.00672 -0.06 0.04 -0.09 -0.410
C -1.46259 -0.87549 0.01827 0.12 0.16 0.19 -0.562
N -0.29966 -1.02763 0.80835 0.06 -0.15 -0.05 -0.174
H 2.12235 -0.97843 -0.17836 -0.16 0.08 -0.03 0.291
H 0.48398 -0.47058 -1.17895 -0.16 0.01 -0.03 0.021
H 2.06877 0.81109 -0.55588 -0.10 -0.10 0.05 0.321
H -0.18144 2.24660 0.52848 -0.04 -0.15 -0.05 0.433
H -2.40878 1.12568 -0.43610 0.11 -0.09 0.07 0.376
H -0.52707 -0.81078 -1.17696 0.13 0.16 -0.05 0.151
H 0.16671 -1.92247 0.74135 -0.06 0.08 0.06 0.288
```
Positions in Å, forces in eV/Å.

[8]
Entry from OMol25: one molecule with the formula C5H7N (the ωB97M-V functional and the def2-TZVPD basis).

## Properties
Total charge: 0
SMILES: C#CC1CNC1
Kohn-Sham gap, eV: 10.27

```
13
Properties=species:S:1:pos:R:3:forces:R:3:mulliken_charge:R:1
C -2.78070 0.00246 -0.21169 3.46 -0.16 0.32 -0.124
C -1.60363 -0.12928 0.18432 -3.54 0.99 -1.13 -0.649
C -0.20307 -0.07119 0.61834 0.25 -0.21 0.54 0.274
C 0.82736 -1.03703 0.02237 -0.67 0.15 -1.58 -0.549
C 0.73137 1.02617 0.08472 0.00 0.28 0.15 -0.524
H -3.68113 0.20558 -0.81127 0.85 -0.42 0.96 0.376
H -0.06237 -0.07645 1.70543 -0.64 -0.24 -0.11 0.265
H 1.02880 -1.79306 0.71290 1.16 -1.29 0.96 0.302
H 0.55149 -1.49219 -0.92300 -0.51 -0.21 -0.04 0.303
H 2.11789 0.08553 -1.25136 -0.66 -0.16 2.18 0.269
H 0.22956 1.48825 -0.74072 0.21 0.56 -0.77 0.316
H 1.03502 1.75029 0.83455 -0.04 0.27 -0.11 0.274
N 1.80942 0.04092 -0.22458 0.14 0.43 -1.38 -0.534
```
Positions in Å, forces in eV/Å.

[9]
Entry from OMol25: one molecule with the formula C5H7N (the ωB97M-V functional and the def2-TZVPD basis).

## Properties
Total charge: 0
SMILES: C1=CCN=CC1
Kohn-Sham gap, eV: 10.38

```
13
Properties=species:S:1:pos:R:3:forces:R:3:mulliken_charge:R:1
C -1.20143 0.64577 -0.23623 0.04 -0.02 0.01 -0.493
C -0.98101 -0.74564 0.28526 0.16 -0.08 0.03 -0.366
C 0.08197 1.25307 -0.75185 0.22 -0.01 0.02 -0.041
N 1.26342 0.84191 -0.55002 -0.42 0.08 -0.06 -0.570
C 1.46494 -0.35223 0.26118 0.05 -0.08 0.07 -0.517
C 0.24710 -1.19852 0.51406 -0.16 0.09 -0.05 -0.233
H -1.60527 1.30088 0.55130 0.05 -0.08 -0.11 0.252
H -1.95392 0.65675 -1.03593 0.11 0.00 0.10 0.315
H -1.85232 -1.37360 0.45851 0.14 0.08 -0.01 0.360
H -0.02328 2.15275 -1.36660 0.02 -0.11 0.08 0.360
H 1.90336 -0.02205 1.21444 -0.04 -0.07 -0.11 0.268
H 2.24733 -0.94861 -0.22482 -0.11 0.07 0.07 0.312
H 0.40910 -2.21051 0.88070 -0.04 0.14 -0.04 0.353
```
Positions in Å, forces in eV/Å.

[10]
Entry from OMol25: one molecule with the formula C5H7N (the ωB97M-V functional and the def2-TZVPD basis).

## Properties
Total charge: 0
SMILES: Cc1cc[nH]c1
Kohn-Sham gap, eV: 9.06

```
13
Properties=species:S:1:pos:R:3:forces:R:3:mulliken_charge:R:1
C -0.45689 1.92746 -0.38057 -0.08 -0.07 -0.01 -1.058
C -0.13984 0.49582 -0.03821 -0.03 -0.20 -0.30 0.659
C 0.80534 -0.25823 -0.66408 0.07 0.14 -0.09 -0.658
N 0.88067 -1.49926 -0.05197 0.40 0.04 0.23 -0.015
C 0.01830 -1.49631 0.98282 0.80 -0.34 0.07 -0.415
C -0.71043 -0.30770 1.05094 0.06 -0.60 -0.54 -0.440
H -0.27844 2.58975 0.47560 -0.03 -0.21 -0.12 0.268
H 0.16432 2.28801 -1.21054 -0.13 -0.14 0.15 0.300
H -1.50688 2.05092 -0.66486 0.08 -0.05 0.05 0.249
H 1.43394 -0.04558 -1.51641 0.05 0.10 0.11 0.370
H 1.38527 -2.29800 -0.39253 0.23 0.09 0.06 0.208
H -0.11402 -2.33383 1.65574 -0.01 -0.22 -0.40 0.432
H -1.48135 -1.11307 0.75408 -1.40 1.47 0.78 0.099
```
Positions in Å, forces in eV/Å.

[11]
Entry from OMol25: one molecule with the formula C5H7N (the ωB97M-V functional and the def2-TZVPD basis).

## Properties
Total charge: 0
SMILES: C1=C[C@@H]2CN2C1
Kohn-Sham gap, eV: 9.73

```
13
Properties=species:S:1:pos:R:3:forces:R:3:mulliken_charge:R:1
C -1.49872 -0.39732 0.15719 -0.20 -0.21 -0.14 -0.394
N -0.64223 0.63547 0.71747 -0.02 0.15 -0.02 -0.411
C -0.21855 -0.77612 0.81479 0.03 -0.21 0.16 0.003
C 1.05703 -0.90803 0.05133 -0.02 0.13 -0.09 -0.563
C 1.33828 0.23961 -0.55939 -0.06 -0.13 0.03 -0.295
C 0.21778 1.22855 -0.33442 0.03 0.18 -0.11 -0.524
H -2.42369 -0.57554 0.70213 0.13 0.04 -0.08 0.239
H -0.36254 1.33030 -1.26316 0.09 0.18 0.12 0.241
H -1.61086 -0.40017 -0.92512 0.18 -0.24 0.09 0.236
H -0.29233 -1.26631 1.78388 0.09 0.23 -0.04 0.335
H 1.68186 -1.79538 0.07616 -0.16 0.12 -0.07 0.422
H 2.21045 0.45290 -1.17111 -0.18 -0.09 0.05 0.390
H 0.54350 2.23204 -0.04975 0.09 -0.14 0.09 0.321
```
Positions in Å, forces in eV/Å.

[12]
Entry from OMol25: one molecule with the formula C5H7N (the ωB97M-V functional and the def2-TZVPD basis).

## Properties
Total charge: 0
SMILES: C1C[C@H]2[C@H]3[C@@H]1N32
Kohn-Sham gap, eV: 11.06

```
13
Properties=species:S:1:pos:R:3:forces:R:3:mulliken_charge:R:1
C -1.09713 0.52657 0.26381 0.02 0.11 -0.06 -0.633
C -0.33661 0.42150 -1.05152 -0.22 0.21 -0.08 0.104
C 1.08839 0.13096 -0.89659 0.39 0.22 -0.06 -0.527
C 0.81417 -0.82766 0.17065 0.44 0.26 0.49 -0.019
C -0.12120 -0.21635 1.18842 -0.03 0.10 0.16 -0.576
N 0.18638 -0.99118 -1.17700 -0.09 0.03 -0.01 -0.627
H -2.06217 0.01015 0.16241 0.25 0.12 0.07 0.301
H -1.29089 1.55329 0.58430 0.05 -0.06 -0.10 0.311
H -0.66463 0.96753 -1.93579 -0.13 -0.61 -0.01 0.382
H 1.96980 0.33463 -1.48892 -0.13 0.15 0.12 0.350
H 0.47632 0.48385 1.78142 -0.24 -0.06 0.14 0.233
H 1.62296 -1.45349 0.53682 -0.30 -0.49 -0.53 0.387
H -0.58539 -0.93979 1.86199 -0.02 0.03 -0.15 0.314
```
Positions in Å, forces in eV/Å.

Taking the records one at a time from the top gives max |F| values of 1.38 2.04 4.13 3.60 0.49 4.78 0.28 3.85 0.43 2.17 0.32 0.78 eV/A.
Taking the records one at a time from the top gives E_tot values of -249.33853 -249.28693 -249.32411 -249.26162 -249.23979 -249.28894 -249.25526 -249.34572 -249.43868 -249.37850 -249.40256 -249.39349 Ha.